1.
Here is a 2-piece molecular cluster, C19H20BFNO overall in a non-equilibrium geometry from OMol25. Energies are from ωB97M-V/def2-TZVPD.

The calculation puts the highest occupied orbital energy at -11.93 eV. The net charge is +1. For the energy relative to the best compared isomer or geometry (same formula, charge and spin), the calculation gives 0.0 kcal/mol.

Each line ends with the Löwdin charge.
Atoms and positions in Å:
C (4.609, 2.210, 2.626)  -0.002
O (3.303, 2.822, 2.975)  -0.063
C (2.111, 2.293, 2.582)  -0.219
C (0.930, 2.965, 2.968)  0.056
C (-0.274, 2.470, 2.515)  -0.001
N (-0.369, 1.336, 1.731)  -0.007
B (-1.683, 0.754, 1.108)  -0.036
H (-1.296, -0.393, 0.063)  0.033
C (0.800, 0.653, 1.461)  -0.004
C (2.054, 1.109, 1.799)  0.059
H (5.325, 2.865, 3.128)  0.100
H (4.689, 1.189, 3.035)  0.104
H (4.779, 2.245, 1.536)  0.104
H (1.047, 3.871, 3.600)  0.154
H (-1.182, 2.994, 2.795)  0.146
H (-2.343, 0.007, 1.842)  0.083
H (-2.271, 1.497, 0.332)  0.080
H (0.686, -0.279, 0.931)  0.099
H (2.952, 0.533, 1.446)  0.135
F (4.158, -1.503, -0.326)  0.034
C (2.825, -1.727, -0.623)  -0.250
C (2.107, -2.672, 0.106)  0.007
C (0.717, -2.680, -0.013)  -0.026
C (0.043, -1.733, -0.808)  -0.214
C (-1.416, -1.389, -0.516)  -0.067
C (-2.403, -1.213, -1.679)  -0.180
C (-3.664, -1.852, -1.672)  -0.027
C (-4.688, -1.414, -2.512)  -0.066
C (-4.462, -0.376, -3.416)  -0.068
C (-3.191, 0.190, -3.517)  -0.064
C (-2.161, -0.253, -2.688)  -0.037
C (0.827, -0.936, -1.672)  -0.015
C (2.219, -0.882, -1.541)  0.008
H (2.650, -3.398, 0.692)  0.126
H (0.138, -3.429, 0.534)  0.129
H (-1.848, -1.873, 0.395)  0.139
H (-3.835, -2.679, -0.987)  0.116
H (-5.651, -1.910, -2.511)  0.110
H (-5.270, 0.043, -4.016)  0.113
H (-2.962, 0.930, -4.273)  0.109
H (-1.178, 0.192, -2.798)  0.084
H (0.368, -0.323, -2.442)  0.094
H (2.810, -0.251, -2.192)  0.128



2.
Here is C19H20Br2FeN3O2SSe as an isolated structure from OMol25. Energies are from ωB97M-V/def2-TZVPD.

Its expectation value of S² is 8.77. The spin multiplicity is 6. The calculation puts the highest occupied orbital energy (alpha / beta) at -7.25 / -7.27 eV. For the energy relative to the best compared isomer or geometry (same formula, charge and spin), the calculation gives 0.0 kcal/mol.

Each line ends with the Löwdin charge.
Atoms and positions in Å:
Fe (-0.552, -0.771, -0.224)  0.322
Br (4.364, 0.039, -1.205)  0.767
C (3.612, -0.908, 0.247)  -0.601
C (4.477, -1.481, 1.199)  -0.175
C (3.988, -2.164, 2.272)  -0.636
Br (5.198, -2.906, 3.528)  0.757
C (2.589, -2.308, 2.454)  -0.187
C (1.961, -2.974, 3.530)  -0.028
C (0.597, -3.024, 3.595)  -0.037
C (-0.162, -2.414, 2.579)  -0.122
N (0.394, -1.800, 1.567)  0.028
C (1.744, -1.735, 1.486)  -0.133
C (2.238, -1.009, 0.343)  -0.393
O (1.393, -0.509, -0.506)  -0.264
H (5.545, -1.369, 1.068)  0.093
H (2.571, -3.435, 4.295)  0.080
H (0.097, -3.531, 4.408)  0.106
H (-1.246, -2.444, 2.592)  0.112
C (-0.588, 2.208, 3.312)  0.024
C (-0.558, 1.789, 1.871)  -0.488
O (-0.803, 0.629, 1.547)  -0.007
N (-0.262, 2.728, 0.952)  0.099
C (-0.204, 2.401, -0.469)  -0.111
C (-1.579, 2.101, -1.023)  -0.278
C (-2.347, 3.097, -1.604)  -0.011
C (-3.630, 2.795, -2.037)  -0.053
C (-4.102, 1.505, -1.872)  -0.049
C (-3.263, 0.559, -1.303)  -0.137
N (-2.029, 0.847, -0.893)  0.021
H (0.028, 1.515, 3.882)  0.094
H (-1.611, 2.121, 3.677)  0.095
H (-0.236, 3.226, 3.470)  0.079
H (-0.050, 3.660, 1.258)  0.141
H (0.469, 1.554, -0.619)  0.078
H (0.228, 3.256, -0.986)  0.133
H (-1.940, 4.093, -1.716)  0.116
H (-4.248, 3.556, -2.496)  0.111
H (-5.096, 1.222, -2.187)  0.110
H (-3.564, -0.474, -1.170)  0.066
C (-1.409, -0.195, -3.987)  -0.393
S (0.083, 0.108, -3.032)  0.773
C (1.030, -1.331, -3.546)  -0.381
H (-1.922, -1.083, -3.612)  0.022
H (-1.168, -0.325, -5.042)  0.039
H (-2.063, 0.671, -3.888)  0.021
H (1.217, -1.296, -4.618)  0.038
H (0.489, -2.238, -3.273)  0.022
H (1.969, -1.299, -3.000)  0.011
Se (-1.650, -2.658, -0.827)  0.125



3.
Here is C19H20Cl2N3SbY as an isolated structure from OMol25. Energies are from ωB97M-V/def2-TZVPD.

The calculation puts the highest occupied orbital energy at -18.63 eV. The net charge is +3.

Each line ends with the Löwdin charge.
Atoms and positions in Å:
Y (0.406, -0.016, -0.595)  1.435
C (1.624, 3.231, -0.850)  -0.043
C (0.574, 3.182, 0.219)  -0.292
C (0.188, 4.334, 0.886)  0.033
C (-0.766, 4.259, 1.885)  0.029
C (-1.303, 3.016, 2.208)  -0.086
C (-0.895, 1.901, 1.505)  -0.418
N (0.024, 1.977, 0.511)  -0.099
Sb (-1.771, 0.005, 2.230)  1.625
C (-2.499, -0.709, 0.270)  -0.424
C (-3.799, -1.165, 0.318)  -0.091
C (-4.413, -1.603, -0.853)  0.030
C (-3.700, -1.536, -2.034)  0.030
C (-2.399, -1.054, -2.035)  -0.287
C (-1.650, -0.959, -3.331)  -0.031
N (-1.790, -0.661, -0.887)  -0.096
C (0.135, -1.128, 2.282)  -0.416
C (0.312, -1.820, 3.462)  -0.090
C (1.499, -2.520, 3.670)  0.029
C (2.480, -2.467, 2.700)  0.030
C (2.261, -1.745, 1.535)  -0.291
C (3.356, -1.630, 0.517)  -0.032
N (1.087, -1.104, 1.314)  -0.100
H (2.240, 4.122, -0.745)  0.110
H (2.292, 2.369, -0.778)  0.050
H (1.170, 3.288, -1.844)  0.086
H (0.647, 5.278, 0.629)  0.143
H (-1.077, 5.148, 2.420)  0.143
H (-2.031, 2.919, 3.003)  0.107
H (-4.334, -1.178, 1.259)  0.104
H (-5.432, -1.970, -0.841)  0.143
H (-4.144, -1.842, -2.972)  0.143
H (-2.351, -0.806, -4.149)  0.110
H (-0.952, -0.119, -3.341)  0.042
H (-1.122, -1.891, -3.542)  0.083
H (-0.463, -1.812, 4.217)  0.104
H (1.654, -3.073, 4.588)  0.143
H (3.427, -2.970, 2.844)  0.145
H (4.317, -1.509, 1.015)  0.112
H (3.429, -2.543, -0.076)  0.092
H (3.219, -0.767, -0.143)  0.050
Cl (1.470, -2.054, -2.262)  0.649
C (2.213, -0.934, -3.432)  -0.790
Cl (1.727, 0.718, -2.973)  0.645
H (1.846, -1.147, -4.431)  0.072
H (3.294, -1.016, -3.373)  0.070